No. 1
Here is a structure of composition C34H35BClI2N8O3Re from the Open Molecules 2025 dataset. Energies are from the ωB97M-V functional and the def2-TZVPD basis.

Computed properties:
Multiplicity: 4
LUMO level (alpha / beta) (eV): -2.20 / -3.89
Calculated total energy (eV): -85420.270
Energy relative to the best compared isomer or geometry (same formula, charge and spin) (kJ/mol): 76.24
Charge: +1
HOMO energy (alpha / beta) (eV): -10.18 / -10.32

Last column: Mulliken spin population.
Atoms and positions in Å:
Re -0.19100 -0.06464 0.17757  2.258
C 3.30251 -1.15483 0.30814  0.013
C 2.56847 -0.85861 1.57182  0.002
C 3.06623 -0.90753 2.86838  0.002
C 2.00692 -0.58686 3.70219  0.019
C 1.97779 -0.47084 5.18896  -0.002
N 0.93249 -0.36330 2.93729  -0.064
N 1.26690 -0.52828 1.62377  0.069
B -0.51777 0.02511 3.32708  0.059
N -0.80983 1.40159 2.70744  -0.057
N -0.67598 1.55683 1.36260  0.068
C -0.97869 2.82509 1.05496  -0.011
C -0.93727 3.36142 -0.33426  0.010
C -1.31971 3.49002 2.22611  -0.003
C -1.20688 2.56038 3.24702  0.019
C -1.44512 2.72643 4.70963  -0.003
N -1.46640 -1.01981 2.70045  -0.056
N -1.44075 -1.25903 1.35993  0.077
C -2.34854 -2.21402 1.09834  0.005
C -2.61160 -2.76457 -0.26411  -0.001
C -2.95757 -2.58759 2.28894  -0.001
C -2.37918 -1.80950 3.27875  0.023
C -2.66920 -1.77750 4.74073  -0.002
H 4.35223 -0.89325 0.42853  0.000
H 3.25040 -2.22286 0.08267  0.003
H 2.90481 -0.58756 -0.52794  0.000
H 4.07624 -1.13564 3.16280  0.000
H 2.96546 -0.68621 5.58945  0.000
H 1.69228 0.53410 5.49942  0.002
H 1.26699 -1.17028 5.62844  0.002
H -0.64580 0.04851 4.51084  0.000
H -1.00356 2.57041 -1.07871  0.000
H -1.77142 4.04565 -0.48432  0.001
H -0.01107 3.91505 -0.49980  0.002
H -1.61737 4.51996 2.32174  0.000
H -1.72295 3.75681 4.91742  0.000
H -2.24993 2.07723 5.05472  0.002
H -0.55208 2.48693 5.28670  0.002
H -2.34639 -2.06186 -1.05047  0.001
H -2.05134 -3.69080 -0.41027  0.002
H -3.67026 -3.00018 -0.36280  0.001
H -3.73204 -3.32460 2.41482  0.000
H -3.42643 -2.52148 4.97629  0.000
H -1.77793 -1.99266 5.32923  0.002
H -3.04256 -0.79939 5.04375  0.002
Cl 2.93429 4.17614 -5.22814  0.003
C 2.44535 3.22912 -3.86031  0.026
C 2.98997 3.48377 -2.63896  -0.015
C 2.59132 2.73555 -1.51104  0.020
I 3.39642 3.17523 0.35713  0.002
C 1.65488 1.73817 -1.60704  0.038
O 1.27915 1.06041 -0.52462  0.062
C 1.11656 1.43637 -2.89568  0.010
N 0.25441 0.39095 -2.96604  0.010
C -0.28463 0.10889 -4.12420  0.011
C -0.02068 0.83450 -5.30297  -0.003
C 0.86780 1.86793 -5.25325  0.005
C 1.48619 2.19636 -4.02591  -0.009
H 3.72441 4.26967 -2.53235  0.000
H -0.96825 -0.73572 -4.14514  0.000
H -0.51974 0.57120 -6.22520  0.000
H 1.10509 2.44215 -6.13793  0.001
C 0.32097 -4.86817 -2.40063  0.006
C 1.18669 -3.60828 -2.52426  -0.007
C 0.71950 -2.53780 -1.65205  0.181
N 0.35404 -1.69380 -0.97162  -0.015
H 0.72274 -5.63657 -3.05684  0.000
H -0.70714 -4.66538 -2.69478  0.000
H 0.32725 -5.24812 -1.38059  0.000
H 1.18179 -3.21571 -3.54275  0.003
H 2.22625 -3.80888 -2.25801  0.005
I -7.52292 -0.19055 -4.98434  0.000
C -6.05685 0.04372 -3.52470  0.001
C -6.38978 -0.11933 -2.18650  0.000
C -5.40820 0.03202 -1.21955  0.001
C -4.10045 0.32583 -1.58769  -0.020
C -3.78120 0.48881 -2.92955  0.004
C -4.75930 0.35997 -3.90389  0.001
C -3.06647 0.44026 -0.51170  0.028
O -3.36158 0.68368 0.63446  0.030
O -1.82676 0.24343 -0.97005  0.181
H -7.40531 -0.35530 -1.90105  0.000
H -5.64529 -0.07095 -0.16869  0.000
H -2.76359 0.73243 -3.20693  -0.002
H -4.51615 0.50377 -4.94753  0.000

***

No. 2
Here is the ion C5H8N with charge +1 from the Open Molecules 2025 dataset. Energies are from the ωB97M-V functional and the def2-TZVPD basis.

Computed properties:
LUMO level (eV): -6.75
Calculated total energy (eV): -6793.175
Energy relative to the best compared isomer or geometry (same formula, charge and spin) (kJ/mol): 474.09
Charge: +1
HOMO energy (eV): -14.13

Last column: natural (NBO) charge in e.
Atoms and positions in Å:
C -0.14089 1.26860 -1.31281  0.513
C 0.76563 2.12232 -1.58743  -0.499
C -1.02906 0.19079 -1.02449  -0.460
C -0.00542 -0.61698 1.06654  0.207
C 0.34807 -1.76091 1.91815  -0.658
N -0.50562 -0.81675 -0.07254  -0.411
H 0.70777 3.18586 -1.27456  0.344
H 1.65305 1.92080 -2.16287  0.333
H -2.09591 0.47611 -0.81449  0.359
H -1.28152 -0.29372 -2.06846  0.357
H 0.11546 0.52272 1.26681  0.162
H 1.47924 -1.87993 1.67094  0.255
H -0.15277 -2.60403 1.49497  0.252
H 0.14199 -1.71487 2.90022  0.247

***

No. 3
Here is a cluster of 2 separate species, C2H6O2S in total from the Open Molecules 2025 dataset. Energies are from the ωB97M-V functional and the def2-TZVPD basis.

Computed properties:
LUMO level (eV): 0.46
Structure (SMILES): O=CO.CS
Calculated total energy (eV): -17101.022
Energy relative to the best compared isomer or geometry (same formula, charge and spin) (kJ/mol): 48.13
HOMO energy (eV): -9.22

Last column: natural (NBO) charge in e.
Atoms and positions in Å:
O 4.28291 -0.16860 -3.06039  -0.529
C 3.65216 -0.98184 -2.47432  0.641
O 3.10546 -2.01409 -3.18234  -0.692
H 3.51110 -1.13845 -1.39544  0.099
H 2.54063 -2.58390 -2.67532  0.481
C -2.77301 1.44955 2.52466  -0.725
S -3.18251 0.92682 0.82744  -0.045
H -1.70874 1.55815 2.71575  0.217
H -3.20228 2.45378 2.55107  0.224
H -3.31744 0.85282 3.24167  0.221
H -2.90826 -0.35425 0.92722  0.109

***

No. 4
Here is a cluster of 16 separate species, C19H13Cl60P in total from the Open Molecules 2025 dataset. Energies are from the ωB97M-V functional and the def2-TZVPD basis.

Computed properties:
LUMO level (eV): -0.06
Calculated total energy (eV): -780539.354
HOMO energy (eV): -7.88

Last column: Mulliken charge in e.
Atoms and positions in Å:
C 0.51638 -1.42980 -3.56161  -1.075
C 0.21505 -0.83504 -2.15451  0.190
C 0.77809 -1.75192 -1.04395  -0.278
C 2.25144 -1.29982 -0.75528  -0.702
P 2.28490 0.39275 0.20515  0.721
H 1.37904 -0.89128 -3.95739  0.189
H -0.33924 -1.25628 -4.22039  0.326
H 0.78169 -2.49077 -3.54223  0.288
H -0.86452 -0.69545 -2.01420  0.370
H 0.65401 0.16709 -2.13638  -0.145
H 0.80006 -2.77773 -1.43089  0.131
H 0.17734 -1.72817 -0.12408  0.113
H 2.71056 -1.19258 -1.75399  0.316
H 2.79719 -2.07367 -0.18579  0.338
H 2.44918 1.07537 -1.04479  -0.086
H 3.46282 0.00178 0.90755  0.040
H 0.98905 0.09915 0.71906  -0.098
H 2.22997 1.68612 0.84534  -0.294
C 0.52040 -1.31818 4.11553  0.264
Cl -0.36891 0.04855 4.79754  -0.084
Cl 1.48632 -2.09033 5.39921  -0.121
Cl -0.61341 -2.48048 3.41645  0.055
Cl 1.59719 -0.74054 2.83080  -0.252
C 1.92757 5.04416 2.19211  0.163
Cl 2.76672 5.66413 3.62245  -0.103
Cl 2.91358 5.34264 0.75302  -0.097
Cl 1.66160 3.30479 2.36658  -0.010
Cl 0.36883 5.86525 2.01988  0.012
C 5.75084 1.15271 -2.39998  0.186
Cl 6.82230 2.53769 -2.67034  -0.127
Cl 5.01923 1.26485 -0.79121  -0.088
Cl 4.47242 1.19923 -3.62426  0.040
Cl 6.68111 -0.34666 -2.50787  -0.054
C -1.94239 4.01967 -1.66114  0.128
Cl -1.73005 4.77592 -3.24570  -0.086
Cl -2.25298 5.26423 -0.44170  0.025
Cl -3.31145 2.89985 -1.71991  -0.110
Cl -0.47253 3.13321 -1.22753  0.022
C -1.93262 -4.63003 7.18846  0.184
Cl -0.76443 -3.46765 6.53867  -0.003
Cl -3.45656 -4.49683 6.29460  -0.060
Cl -1.28835 -6.26976 7.01387  -0.113
Cl -2.22182 -4.28607 8.90159  0.000
C -5.26389 -4.52116 2.22082  0.197
Cl -3.65805 -3.77894 2.18538  0.018
Cl -5.13637 -6.18674 2.80020  0.001
Cl -6.31097 -3.59904 3.31008  -0.104
Cl -5.95462 -4.51581 0.59221  -0.115
C 10.76527 -0.74300 -2.20729  0.354
Cl 10.04163 0.86804 -2.13156  -0.064
Cl 11.90706 -0.93951 -0.87044  -0.096
Cl 9.49624 -1.97273 -2.08115  -0.107
Cl 11.61842 -0.93474 -3.74510  -0.093
C -7.97423 -9.19930 2.15561  0.340
Cl -8.81112 -7.64118 2.19796  -0.079
Cl -6.78793 -9.26683 3.46691  -0.098
Cl -9.14839 -10.50673 2.35526  -0.104
Cl -7.14747 -9.38263 0.60173  -0.058
C -3.99395 8.68627 1.14007  0.258
Cl -3.78227 9.46300 -0.43341  -0.060
Cl -4.31930 9.91732 2.36723  -0.103
Cl -5.35100 7.55468 1.06348  -0.091
Cl -2.51671 7.80802 1.56396  -0.023
C 1.56838 2.84888 -5.72059  0.214
Cl 2.76714 4.09556 -6.09941  -0.079
Cl 0.89968 3.16692 -4.10922  0.092
Cl 0.26863 2.89470 -6.92008  -0.112
Cl 2.36279 1.25768 -5.78143  -0.119
C 1.60480 -5.82977 0.26865  0.191
Cl 0.93686 -4.54042 1.27848  0.070
Cl 2.57755 -6.91974 1.26657  -0.111
Cl 0.27452 -6.73544 -0.47170  -0.049
Cl 2.62020 -5.12747 -0.99878  -0.091
C -2.81416 -9.81618 -1.67518  0.283
Cl -1.51921 -8.68550 -1.24982  -0.088
Cl -4.31604 -9.30835 -0.88912  -0.056
Cl -3.03774 -9.82605 -3.43054  -0.100
Cl -2.38159 -11.44073 -1.12599  -0.103
C 1.98298 8.09850 -7.87147  0.305
Cl 2.91609 8.65918 -6.47259  -0.123
Cl 2.99440 8.17424 -9.32145  -0.098
Cl 1.46693 6.42788 -7.60203  -0.028
Cl 0.56228 9.13083 -8.09053  -0.065
C -1.12234 11.19724 -4.65671  0.296
Cl -2.03946 11.01035 -6.15970  -0.106
Cl 0.52820 10.61269 -4.89809  -0.046
Cl -1.08450 12.90592 -4.19835  -0.103
Cl -1.89777 10.26032 -3.37326  -0.045
C -3.78513 -1.93497 11.82423  0.371
Cl -2.85559 -0.49270 11.39477  -0.093
Cl -4.41339 -1.76571 13.46906  -0.100
Cl -5.13127 -2.12850 10.69335  -0.087
Cl -2.73618 -3.35804 11.73739  -0.102

***

No. 5
Here is a cluster of 2 separate species, C2HF3O in total from the Open Molecules 2025 dataset. Energies are from the ωB97M-V functional and the def2-TZVPD basis.

Computed properties:
LUMO level (alpha / beta) (eV): -3.39 / -3.39
Calculated total energy (eV): -12285.724
Energy relative to the best compared isomer or geometry (same formula, charge and spin) (kJ/mol): 384.09
HOMO energy (alpha / beta) (eV): -10.84 / -10.81

Last column: natural (NBO) charge in e.
Atoms and positions in Å:
C 0.27511 0.22785 -0.75311  0.269
C -0.74023 -0.09287 0.25496  1.011
O 0.54396 -0.50443 -1.66704  -0.411
F 1.60514 -0.35339 1.20105  -0.656
F -1.09995 0.74667 1.16797  -0.206
F -1.31516 -1.23808 0.37633  -0.201
H 0.73113 1.21425 -0.58016  0.194

***

No. 6
Here is a cluster of 2 separate species, C13H18BN4O7 in total from the Open Molecules 2025 dataset. Energies are from the ωB97M-V functional and the def2-TZVPD basis.

Computed properties:
LUMO level (eV): 1.57
Calculated total energy (eV): -34739.620
Charge: -1
HOMO energy (eV): -2.55

Last column: natural (NBO) charge in e.
Atoms and positions in Å:
C -6.56677 0.44212 3.20260  -0.637
C -5.35629 -0.32993 2.71559  -0.062
O -4.59643 0.38848 1.76911  -0.529
C -3.34834 0.86067 2.20201  -0.080
C -2.19188 0.12957 1.54542  -0.112
O -1.58636 1.02692 0.62823  -0.365
N -0.33314 0.54121 0.23577  -0.344
B 0.07308 -0.91949 -0.00026  1.156
C 1.25006 -1.54508 0.77113  -1.054
O -0.61715 -1.63562 -0.91021  -0.953
C 0.56980 1.46687 -0.04456  0.562
N 1.73987 1.13706 -0.49940  -0.478
C 2.38483 2.24356 -0.76740  0.263
N 1.63082 3.30311 -0.44402  -0.377
N 0.42419 2.80887 0.03365  -0.404
H -6.43911 1.50916 3.10945  0.217
H -7.44920 0.17499 2.64282  0.209
H -6.78461 0.19365 4.23026  0.206
H -4.76699 -0.66737 3.56042  0.162
H -5.70359 -1.22893 2.22564  0.182
H -3.24678 0.83364 3.27863  0.173
H -3.26772 1.90496 1.92417  0.190
H -1.49044 -0.18955 2.30661  0.183
H -2.61720 -0.71122 1.01681  0.210
H 1.98721 -1.82453 0.02274  0.303
H 0.94440 -2.45784 1.26413  0.246
H 1.75217 -0.86593 1.44444  0.223
H -0.02905 -1.78812 -1.68066  0.569
H 3.40644 2.14915 -1.24536  0.341
H 1.86468 4.26905 -0.56189  0.431
H -0.36829 3.33955 0.33352  0.435
C 5.11187 -2.13338 -3.08445  -0.563
C 3.81047 -2.66151 -3.18269  0.393
C 2.66704 -1.63077 -2.97584  0.467
O 1.46525 -1.94587 -3.09689  -0.728
C 3.03050 -0.31015 -2.62234  -0.558
C 4.31372 0.19939 -2.49922  0.432
C 5.46295 -0.78541 -2.80983  0.416
O 6.63460 -0.38235 -2.79630  -0.665
O 4.58807 1.39949 -2.15409  -0.753
O 3.49800 -3.83966 -3.41464  -0.676
H 5.95850 -2.79660 -3.23007  0.196
H 2.19082 0.32788 -2.44302  0.171

***

Question: Which formula does entry 6 have?
Answer: C13H18BN4O7

***

Question: What is the formula in the sixth record?
Answer: C13H18BN4O7

***

What did the fifth record say?
Here is a cluster of 2 separate species, C2HF3O in total from the Open Molecules 2025 dataset. Energies are from the ωB97M-V functional and the def2-TZVPD basis.

Computed properties:
LUMO level (alpha / beta) (eV): -3.39 / -3.39
Calculated total energy (eV): -12285.724
Energy relative to the best compared isomer or geometry (same formula, charge and spin) (kJ/mol): 384.09
HOMO energy (alpha / beta) (eV): -10.84 / -10.81

Last column: natural (NBO) charge in e.
Atoms and positions in Å:
C 0.27511 0.22785 -0.75311  0.269
C -0.74023 -0.09287 0.25496  1.011
O 0.54396 -0.50443 -1.66704  -0.411
F 1.60514 -0.35339 1.20105  -0.656
F -1.09995 0.74667 1.16797  -0.206
F -1.31516 -1.23808 0.37633  -0.201
H 0.73113 1.21425 -0.58016  0.194